No. 1
The following is a DFT calculation (the ωB97M-V functional and the def2-TZVPD basis) of 14 unconnected molecules or ions with the total composition H28O14.

Structure (ORCA input):
```
! wB97M-V def2-TZVPD RIJCOSX def2/J DEFGRID3
* xyz 0 1
O -4.70 -0.35 1.38
O 1.51 2.96 0.36
H -0.38 3.02 -1.22
H 1.45 -2.15 2.48
H -0.44 -0.75 -4.61
H 2.62 -2.84 -0.62
O -0.09 0.79 0.73
O 2.07 -1.84 3.24
O 3.26 -0.81 1.12
O 0.06 0.01 -4.52
O -2.95 0.94 -1.55
O -2.39 -3.51 4.16
O 0.62 0.23 3.32
H -3.58 2.32 -2.13
H 0.23 -0.61 3.13
H 2.41 3.09 0.07
H 1.53 3.28 1.26
O 3.19 1.04 -0.46
H 2.54 1.57 -0.82
H 2.92 0.13 -0.63
H -0.97 1.78 -2.00
H 0.28 -0.13 -3.60
H 1.67 -1.32 -2.69
O 2.63 -1.27 -2.93
H -3.76 0.72 -1.11
H 1.58 -1.60 3.98
H 2.68 -1.93 -3.62
H -0.73 0.72 1.36
H -3.93 0.14 1.61
H -4.50 3.26 -2.66
H -2.61 0.04 -1.42
H -0.03 0.98 3.11
H -5.49 0.14 1.63
H 4.23 -0.73 1.11
H -2.49 -2.70 3.67
O -4.06 2.40 -2.89
H 1.44 -2.55 0.35
O -0.64 2.71 -2.08
H -2.40 -3.25 5.07
H -0.33 0.36 -0.12
H 3.23 -1.66 1.41
O 1.82 -3.22 -0.26
*
```

## Properties
**Molar mass**: 252.2 g/mol
**LUMO level**: -0.878 eV
**Kohn-Sham gap**: 9.44 eV
**Energy above the lowest of the compared OMol25 structures with the same formula, charge and spin**: 140.0 kcal/mol



No. 2
The following is a DFT calculation (the ωB97M-V functional and the def2-TZVPD basis) of 13 unconnected molecules or ions with the total composition C26H78O13.

Structure (ORCA input):
```
! wB97M-V def2-TZVPD RIJCOSX def2/J DEFGRID3
* xyz 1 2
C -5.05 -1.40 13.69
H 2.35 -7.31 14.76
H -5.02 -8.83 11.69
C -5.34 -6.53 17.52
C -2.36 -6.28 7.49
H -1.51 -4.87 8.50
H 1.39 -1.31 13.71
C -0.49 -8.36 12.66
H -6.32 -0.70 15.25
H -5.28 -8.91 14.81
H 0.10 -6.85 15.26
O -0.08 -4.07 9.13
H 1.81 -3.38 15.35
C 1.08 -2.24 9.91
H 1.25 -1.56 10.74
H -2.84 -8.67 10.78
O -4.06 -8.37 13.40
H -6.76 -5.39 9.83
H -4.12 -4.46 12.18
O -2.15 -3.00 15.97
C -6.20 -1.58 14.62
H -6.95 -3.79 10.41
O 0.54 -10.15 11.42
C -6.79 -4.35 9.49
O -5.52 -8.54 10.92
H -3.65 -7.50 6.19
H -7.11 -1.86 14.10
C 3.64 -8.18 13.40
H 4.45 -7.94 12.72
O -2.57 -5.93 14.11
H -3.39 -10.24 10.31
H -5.09 -4.41 15.68
H -0.30 -3.42 11.04
H -4.34 -7.45 9.47
H -0.71 -8.83 10.53
H 2.85 -8.83 13.00
O 0.88 -3.83 13.66
H -1.10 -2.42 9.80
H -4.48 -6.26 7.05
H -5.42 -6.49 18.61
C -0.56 -9.31 11.49
H 3.80 -6.30 14.39
H -0.57 -2.03 17.99
H 0.50 -4.70 9.57
H 0.61 -10.66 12.23
H -2.11 -4.04 13.34
H -3.55 -7.65 13.78
H -7.65 -4.25 8.83
H -2.84 -4.62 10.98
H -1.42 -6.46 6.97
H -6.21 -6.47 16.87
C 2.23 -1.99 13.65
H -4.71 -4.42 17.65
H 4.08 -8.87 14.12
C -3.29 -5.09 11.85
C -3.33 -9.21 9.96
H 1.43 -6.02 13.31
H -1.30 -5.44 12.57
H -6.47 -2.87 7.62
H 1.11 -1.62 9.01
O -5.81 -2.71 8.30
C -3.53 -6.48 6.56
H 2.51 -2.25 12.63
H -4.80 -7.42 17.21
C -0.21 -3.01 10.04
H -4.73 -2.25 13.09
H -4.77 -11.38 14.02
O -2.37 -5.06 8.11
C -2.36 -1.89 16.73
H 2.77 -4.18 14.09
H -5.20 -4.65 8.05
H -2.68 -9.12 9.09
H -4.21 -1.13 14.33
H -1.81 -6.19 15.62
H -3.45 -5.73 5.77
H -4.66 -3.80 9.53
H -1.47 -7.89 12.65
H 0.05 -7.55 18.28
H -1.11 -0.35 17.69
O 2.27 -6.26 12.90
H -0.07 -8.76 16.97
H -0.25 -8.91 13.57
H 0.07 -3.55 14.10
C 0.34 -7.79 17.26
C -4.41 -5.38 17.24
H -3.36 -10.91 13.22
H -1.42 -9.99 11.59
H 0.24 -5.71 16.47
C -0.15 -6.72 16.31
H 3.15 -1.61 14.10
H -3.00 -2.21 17.55
H -5.07 -10.55 12.59
O -4.36 -5.01 15.84
H 1.38 -8.10 17.32
H -5.18 -0.52 13.05
H -5.27 -8.88 8.94
C -1.00 -1.34 17.26
O -1.51 -6.68 16.40
H -3.81 -9.46 15.19
C -5.49 -3.96 8.85
O -6.01 -2.80 15.28
H -0.36 -1.22 16.39
C -4.42 -9.34 14.30
H -2.80 -1.11 16.11
H -2.33 -7.11 8.20
C -4.68 -8.45 9.75
C 3.00 -6.90 13.98
H -2.95 -3.48 15.75
H -3.44 -5.68 17.65
C -2.23 -5.07 13.01
H 0.29 -7.63 12.43
H -6.57 -2.79 16.06
C -4.37 -10.56 13.43
H 1.94 -2.91 9.95
H -3.32 -5.73 14.68
H -3.56 -6.13 11.62
C 2.02 -3.41 14.28
*
```

## Properties
**Molar mass**: 598.9 g/mol
**LUMO level (alpha / beta)**: -2.370 / -8.989 eV
**Kohn-Sham gap (alpha / beta)**: 9.00 / 2.38 eV
**Energy above the lowest of the compared OMol25 structures with the same formula, charge and spin**: 83.4 kcal/mol



No. 3
The following is a DFT calculation (the ωB97M-V functional and the def2-TZVPD basis) of C5H6O in the gas phase.

Structure (ORCA input):
```
! wB97M-V def2-TZVPD RIJCOSX def2/J DEFGRID3
* xyz 0 1
H 1.84 -0.14 1.59
H 2.70 -0.12 0.03
C 1.73 -0.29 0.51
C -1.00 0.51 0.17
O -1.47 -1.66 -0.70
H -0.80 -0.01 1.11
C 0.78 0.66 -0.09
C 0.13 1.48 -0.81
H -1.66 1.35 0.40
C -1.59 -0.46 -0.82
H -2.09 0.00 -1.70
H 1.42 -1.32 0.31
*
```

## Properties
**Molar mass**: 82.1 g/mol
**LUMO level**: 0.784 eV
**Kohn-Sham gap**: 10.52 eV
**Energy above the lowest of the compared OMol25 structures with the same formula, charge and spin**: 94.3 kcal/mol



No. 4
The following is a DFT calculation (the ωB97M-V functional and the def2-TZVPD basis) of a molecular structure, C24H30N7O4S2Ti.

Structure (ORCA input):
```
! wB97M-V def2-TZVPD RIJCOSX def2/J DEFGRID3
* xyz 3 1
H 2.10 4.63 11.22
H 3.85 2.80 12.68
H -0.88 6.12 15.16
N 5.57 5.43 15.96
H 5.17 8.97 21.07
H 4.36 3.96 10.51
H 8.74 5.36 12.55
N 2.50 8.89 12.01
C 3.24 5.71 17.32
S 3.42 5.06 13.13
C 0.90 6.24 12.20
H 1.25 6.44 17.79
C 9.20 5.03 15.86
C 4.23 4.74 17.67
C 1.90 4.89 19.13
C 4.55 8.58 20.24
N 3.90 9.57 18.18
C 8.44 5.45 13.61
O 1.98 8.60 10.90
H 6.24 6.25 18.50
C 3.65 9.65 19.62
H 1.04 6.88 11.34
H 1.00 5.00 19.73
H 3.31 9.99 17.48
N 1.95 7.65 15.37
H 5.23 3.57 13.43
Ti 3.75 6.43 15.59
H 3.95 7.71 20.56
H 10.00 4.83 16.62
H 0.55 5.49 16.15
H 7.29 7.61 18.82
O 3.49 9.68 12.12
C 4.00 3.82 18.74
C 6.37 7.15 19.15
O 4.12 6.37 13.29
C 2.51 8.53 14.51
C 7.12 5.74 14.07
N 5.48 4.70 17.04
H 7.69 4.76 17.38
H 2.47 2.98 19.96
C 2.07 5.79 18.08
C 1.13 6.86 14.67
C 9.43 5.02 14.51
H 2.58 9.54 19.88
H 3.94 10.61 20.02
H 6.52 6.80 20.18
H 5.72 4.91 11.36
O 3.08 4.68 14.54
C 0.19 5.80 15.18
C 2.19 8.18 13.25
H 10.43 4.79 14.10
C 2.79 3.83 19.43
H 5.93 3.12 11.13
S 5.31 8.35 16.32
C 5.15 3.94 11.28
H 4.87 3.17 19.04
N 1.29 7.08 13.34
H 1.27 4.12 12.66
H 0.24 4.93 14.54
H 3.14 9.34 14.82
H -0.19 5.93 12.34
C 1.79 4.96 12.21
N 5.35 8.16 19.05
C 4.88 8.67 17.92
H 6.29 6.08 13.44
C 7.91 5.11 16.36
C 4.50 3.71 12.65
C 6.87 5.54 15.48
*
```

## Properties
**Molar mass**: 592.6 g/mol
**LUMO level (alpha / beta)**: -11.093 / -11.093 eV
**Kohn-Sham gap (alpha / beta)**: 5.75 / 5.75 eV